C4H7NO | ωB97M-V/def2-TZVPD

Structure (ORCA input):
```
! wB97M-V def2-TZVPD RIJCOSX def2/J DEFGRID3
* xyz 0 1
C -1.42 -0.79 0.01
C -0.74 0.30 -0.80
O 0.00 1.15 0.07
C 1.38 0.93 0.19
C 1.81 -0.47 -0.02
N 2.15 -1.56 -0.22
H -1.97 -0.33 0.83
H -2.13 -1.36 -0.61
H -0.70 -1.50 0.43
H -1.48 0.94 -1.30
H -0.09 -0.13 -1.58
H 1.66 1.22 1.21
H 1.95 1.54 -0.51
*
```

Computed properties:
gap between HOMO and LUMO: 11.32 eV
SMILES: CCOCC#N
E_HOMO: -10.46 eV
energy: -286.57055 Ha
molar mass: 85.106 g/mol
relative energy (zero: lowest compared OMol25 entry of this formula, charge and spin): 160.41 kJ/mol

C4H7NO | ωB97M-V/def2-TZVPD

Structure (ORCA input):
```
! wB97M-V def2-TZVPD RIJCOSX def2/J DEFGRID3
* xyz 0 1
C 1.50 -0.01 -0.64
C 0.00 -0.17 -0.54
C -0.36 -0.72 0.82
O -1.65 -0.10 1.11
C -1.63 1.00 0.30
N -0.76 1.09 -0.62
H 1.76 0.48 -1.58
H 2.00 -0.98 -0.59
H 1.86 0.60 0.20
H -0.36 -0.82 -1.36
H 0.32 -0.32 1.58
H -0.32 -1.81 0.85
H -2.38 1.77 0.48
*
```

Computed properties:
gap between HOMO and LUMO: 10.79 eV
SMILES: C[C@H]1COC=N1
E_HOMO: -9.73 eV
energy: -286.58974 Ha
molar mass: 85.106 g/mol
relative energy (zero: lowest compared OMol25 entry of this formula, charge and spin): 110.04 kJ/mol

C4H7NO | ωB97M-V/def2-TZVPD

Structure (ORCA input):
```
! wB97M-V def2-TZVPD RIJCOSX def2/J DEFGRID3
* xyz 0 1
C -1.70 0.39 -0.01
N -0.30 0.15 0.01
C -0.06 -1.20 0.10
C 1.94 0.11 0.05
C 0.80 0.97 -0.20
O 0.72 2.13 -0.56
H -1.95 -0.69 0.24
H -2.00 1.29 0.56
H -2.11 0.44 -1.02
H 0.20 -1.81 -0.74
H -0.43 -1.67 1.02
H 1.99 -0.51 0.93
H 2.90 0.41 -0.39
*
```

Computed properties:
gap between HOMO and LUMO (alpha / beta): 7.73 / 8.75 eV
E_HOMO (alpha / beta): -8.39 / -8.98 eV
energy: -286.46097 Ha
molar mass: 85.106 g/mol
relative energy (zero: lowest compared OMol25 entry of this formula, charge and spin): 448.11 kJ/mol

C4H7NO | ωB97M-V/def2-TZVPD

Structure (ORCA input):
```
! wB97M-V def2-TZVPD RIJCOSX def2/J DEFGRID3
* xyz 0 1
O -1.68 -1.75 0.92
C -0.86 -0.93 0.55
C -1.11 0.52 0.15
C 0.15 0.93 -0.63
C 1.24 -0.07 -0.19
N 0.49 -1.12 0.47
H -2.04 0.62 -0.42
H -1.22 1.09 1.08
H -0.03 0.84 -1.70
H 0.44 1.96 -0.43
H 1.78 -0.47 -1.05
H 1.97 0.38 0.49
H 0.88 -2.01 0.75
*
```

Computed properties:
gap between HOMO and LUMO: 10.51 eV
SMILES: O=C1CCCN1
E_HOMO: -9.59 eV
energy: -286.63067 Ha
molar mass: 85.106 g/mol
relative energy (zero: lowest compared OMol25 entry of this formula, charge and spin): 2.57 kJ/mol

C4H7NO | ωB97M-V/def2-TZVPD

Structure (ORCA input):
```
! wB97M-V def2-TZVPD RIJCOSX def2/J DEFGRID3
* xyz 0 1
C 2.38 0.62 -0.05
N 1.46 -0.21 -0.35
C 0.32 -0.31 0.34
C -0.87 -1.23 -0.06
C -1.28 0.19 -0.48
O -2.39 0.64 0.13
H 3.42 0.40 -0.45
H 2.37 1.40 0.69
H 0.21 0.07 1.37
H -0.60 -1.90 -0.78
H -1.54 -1.66 0.66
H -1.12 0.51 -1.61
H -2.35 1.48 0.58
*
```

Computed properties:
gap between HOMO and LUMO: 8.76 eV
SMILES: C=N[C@@H]1C[C@H]1O
E_HOMO: -7.99 eV
energy: -286.47846 Ha
molar mass: 85.106 g/mol
relative energy (zero: lowest compared OMol25 entry of this formula, charge and spin): 402.19 kJ/mol

C4H7NO | ωB97M-V/def2-TZVPD

Structure (ORCA input):
```
! wB97M-V def2-TZVPD RIJCOSX def2/J DEFGRID3
* xyz 0 1
C 0.85 0.56 -1.12
C -0.51 0.11 -0.64
N -0.59 -1.34 -0.21
C -0.93 0.25 0.75
C 0.15 0.32 1.73
O 0.68 -0.54 2.40
H 1.64 0.20 -0.46
H 0.88 1.66 -1.13
H 1.06 0.21 -2.14
H -1.29 0.32 -1.37
H -1.44 -1.72 -0.61
H -0.79 -1.40 0.82
H 0.39 1.41 1.87
*
```

Computed properties:
gap between HOMO and LUMO: 9.42 eV
E_HOMO: -8.96 eV
energy: -286.46078 Ha
molar mass: 85.106 g/mol
relative energy (zero: lowest compared OMol25 entry of this formula, charge and spin): 448.62 kJ/mol

C4H7NO | ωB97M-V/def2-TZVPD

Structure (ORCA input):
```
! wB97M-V def2-TZVPD RIJCOSX def2/J DEFGRID3
* xyz 0 1
O -1.56 -0.82 1.01
C -1.04 -0.01 -0.01
C -0.30 1.27 0.33
N 0.95 0.77 -0.59
C 1.52 -0.46 -0.05
C 0.18 -0.52 -0.69
H -1.08 -1.66 0.93
H -1.82 0.26 -0.73
H -0.46 1.57 1.39
H -0.58 2.14 -0.26
H 1.86 -0.42 0.97
H 2.21 -1.01 -0.71
H 0.10 -1.11 -1.60
*
```

Computed properties:
gap between HOMO and LUMO: 10.23 eV
SMILES: O[C@H]1CN2C[C@@H]12
E_HOMO: -9.31 eV
energy: -286.48755 Ha
molar mass: 85.106 g/mol
relative energy (zero: lowest compared OMol25 entry of this formula, charge and spin): 378.32 kJ/mol

C4H7NO | ωB97M-V/def2-TZVPD

Structure (ORCA input):
```
! wB97M-V def2-TZVPD RIJCOSX def2/J DEFGRID3
* xyz 0 1
N -2.90 -0.52 -0.32
C -2.01 0.46 0.40
C -0.63 0.17 -0.04
C 0.62 0.27 -0.13
C 2.10 0.39 -0.34
O 2.73 -0.67 0.34
H -2.28 -1.39 -0.53
H -3.74 -0.73 0.21
H -2.02 0.43 1.49
H -2.35 1.50 -0.01
H 2.39 0.48 -1.49
H 2.34 1.49 0.19
H 3.74 -0.51 0.32
*
```

Computed properties:
gap between HOMO and LUMO: 9.92 eV
SMILES: NCC#CCO
E_HOMO: -9.19 eV
energy: -286.48384 Ha
molar mass: 85.106 g/mol
relative energy (zero: lowest compared OMol25 entry of this formula, charge and spin): 388.07 kJ/mol

C4H7NO | ωB97M-V/def2-TZVPD

Structure (ORCA input):
```
! wB97M-V def2-TZVPD RIJCOSX def2/J DEFGRID3
* xyz 0 1
O -1.60 -0.61 1.36
C -1.63 0.28 0.40
C -0.37 1.15 0.40
N 0.63 0.68 -0.58
C 1.21 -0.62 -0.27
C 0.21 -0.50 -1.35
H -0.81 -0.54 1.95
H -0.81 -0.84 -1.18
H 0.12 1.19 1.39
H -0.66 2.16 0.12
H 0.94 -1.11 0.67
H 2.26 -0.72 -0.53
H 0.52 -0.52 -2.39
*
```

Computed properties:
gap between HOMO and LUMO: 9.26 eV
E_HOMO: -8.55 eV
energy: -286.44656 Ha
molar mass: 85.106 g/mol
relative energy (zero: lowest compared OMol25 entry of this formula, charge and spin): 485.96 kJ/mol

C4H7NO | ωB97M-V/def2-TZVPD

Structure (ORCA input):
```
! wB97M-V def2-TZVPD RIJCOSX def2/J DEFGRID3
* xyz 0 1
C -2.04 -0.22 -0.76
C -0.72 -0.20 0.06
O -0.66 -0.45 1.27
C 0.51 0.22 -0.65
C 1.50 0.99 0.19
N 1.68 -0.47 0.03
H -1.97 -0.74 -1.84
H -2.91 -0.58 -0.18
H -2.13 0.88 -1.07
H 0.46 0.43 -1.71
H 1.03 1.58 1.03
H 2.28 1.63 -0.36
H 1.24 -1.03 0.76
*
```

Computed properties:
gap between HOMO and LUMO: 10.79 eV
SMILES: CC(=O)[C@H]1CN1
E_HOMO: -9.86 eV
energy: -286.54043 Ha
molar mass: 85.106 g/mol
relative energy (zero: lowest compared OMol25 entry of this formula, charge and spin): 239.48 kJ/mol

C4H7NO | ωB97M-V/def2-TZVPD

Structure (ORCA input):
```
! wB97M-V def2-TZVPD RIJCOSX def2/J DEFGRID3
* xyz 0 1
O 2.49 0.89 -0.45
C 1.36 0.48 -0.27
C 1.09 -0.92 -0.44
C -0.80 -0.86 0.35
C -1.04 0.62 0.06
N 0.27 1.24 0.10
H 0.08 -1.35 -0.86
H 1.63 -1.62 0.18
H -1.66 -1.48 0.05
H -0.58 -1.05 1.40
H -1.51 0.74 -0.93
H -1.70 1.08 0.80
H 0.37 2.24 0.00
*
```

Computed properties:
gap between HOMO and LUMO: 9.71 eV
E_HOMO: -8.94 eV
energy: -286.50550 Ha
molar mass: 85.106 g/mol
relative energy (zero: lowest compared OMol25 entry of this formula, charge and spin): 331.20 kJ/mol

C4H7NO | ωB97M-V/def2-TZVPD

Structure (ORCA input):
```
! wB97M-V def2-TZVPD RIJCOSX def2/J DEFGRID3
* xyz 0 1
C 0.74 1.67 0.27
N 1.28 0.62 -0.62
C -0.15 0.67 -0.34
C -0.89 -0.48 0.28
C -0.61 -1.83 -0.24
O -0.17 -1.42 1.06
H 0.88 1.57 1.35
H 0.91 2.65 -0.15
H 1.83 0.22 0.14
H -0.73 1.13 -1.14
H -1.91 -0.28 0.63
H -1.38 -2.59 -0.27
H 0.19 -1.94 -0.97
*
```

Computed properties:
gap between HOMO and LUMO: 10.81 eV
SMILES: C1N[C@H]1[C@H]1CO1
E_HOMO: -9.63 eV
energy: -286.50107 Ha
molar mass: 85.106 g/mol
relative energy (zero: lowest compared OMol25 entry of this formula, charge and spin): 342.82 kJ/mol

C4H7NO | ωB97M-V/def2-TZVPD

Structure (ORCA input):
```
! wB97M-V def2-TZVPD RIJCOSX def2/J DEFGRID3
* xyz 0 1
C -0.05 -0.82 1.52
C 0.91 -1.70 1.80
C -1.10 -0.08 1.22
C -0.61 1.17 -2.16
N -0.03 -1.18 -1.58
O -0.02 0.21 -2.54
H 1.49 -1.43 2.63
H 0.98 -2.53 1.03
H -2.19 -0.24 1.43
H -0.98 0.87 0.72
H -0.74 1.50 -1.16
H 0.14 -0.83 -0.63
H 0.77 -1.73 -1.96
*
```

Computed properties:
gap between HOMO and LUMO (alpha / beta): 8.28 / 8.28 eV
E_HOMO (alpha / beta): -7.89 / -7.90 eV
energy: -286.32379 Ha
molar mass: 85.106 g/mol
relative energy (zero: lowest compared OMol25 entry of this formula, charge and spin): 808.29 kJ/mol

C4H7NO | ωB97M-V/def2-TZVPD

Structure (ORCA input):
```
! wB97M-V def2-TZVPD RIJCOSX def2/J DEFGRID3
* xyz 0 1
C 1.39 -0.08 -0.76
C 0.31 0.87 -0.04
C -1.15 0.85 -0.41
N -0.57 -0.39 -0.12
C -0.66 -1.04 1.08
O -1.60 -0.93 1.84
H 1.37 -1.19 -0.58
H 2.34 0.25 -0.38
H 1.28 0.01 -1.84
H 0.43 1.28 0.99
H -1.86 1.11 0.37
H -1.47 1.00 -1.43
H 0.20 -1.72 1.26
*
```

Computed properties:
gap between HOMO and LUMO: 10.09 eV
SMILES: C[C@H]1CN1C=O
E_HOMO: -9.09 eV
energy: -286.47614 Ha
molar mass: 85.106 g/mol
relative energy (zero: lowest compared OMol25 entry of this formula, charge and spin): 408.29 kJ/mol

C4H7NO | ωB97M-V/def2-TZVPD

Structure (ORCA input):
```
! wB97M-V def2-TZVPD RIJCOSX def2/J DEFGRID3
* xyz 0 1
C 1.84 -0.04 -0.05
C 0.38 0.33 0.88
O 0.30 1.36 1.49
C -0.66 -0.51 0.11
C -2.03 -0.18 0.02
N -0.36 0.01 -1.18
H 2.13 0.16 -1.10
H 2.00 -1.11 0.13
H 2.46 0.58 0.59
H -0.49 -1.58 0.08
H -2.28 0.86 0.09
H -2.84 -0.90 0.09
H -0.45 1.03 -1.15
*
```

Computed properties:
gap between HOMO and LUMO (alpha / beta): 8.83 / 8.82 eV
E_HOMO (alpha / beta): -9.26 / -9.25 eV
energy: -286.42519 Ha
molar mass: 85.106 g/mol
relative energy (zero: lowest compared OMol25 entry of this formula, charge and spin): 542.05 kJ/mol

C4H7NO | ωB97M-V/def2-TZVPD

Structure (ORCA input):
```
! wB97M-V def2-TZVPD RIJCOSX def2/J DEFGRID3
* xyz 0 1
C -1.79 -0.38 0.15
C -0.45 -0.02 -0.40
C 0.50 0.83 0.27
N 1.77 0.70 -0.19
C 1.64 -1.25 -0.29
O 2.59 -1.88 -0.48
H -1.84 -1.47 0.24
H -1.94 0.04 1.15
H -2.61 -0.07 -0.50
H -0.27 -0.15 -1.46
H 0.27 1.06 1.32
H -0.23 1.54 -0.37
H 2.45 1.14 0.42
*
```

Computed properties:
gap between HOMO and LUMO: 8.85 eV
E_HOMO: -8.27 eV
energy: -286.45657 Ha
molar mass: 85.106 g/mol
relative energy (zero: lowest compared OMol25 entry of this formula, charge and spin): 459.67 kJ/mol

C4H7NO | ωB97M-V/def2-TZVPD

Structure (ORCA input):
```
! wB97M-V def2-TZVPD RIJCOSX def2/J DEFGRID3
* xyz 0 1
C -1.28 0.71 0.74
C -0.21 0.46 -0.31
C 1.17 0.11 0.28
N 1.54 -1.18 -0.31
C 0.56 -1.50 -1.05
O -0.53 -0.70 -1.12
H -2.28 0.66 0.31
H -1.21 -0.02 1.55
H -1.14 1.71 1.16
H -0.17 1.30 -1.01
H 1.93 0.85 0.04
H 1.13 0.02 1.38
H 0.50 -2.40 -1.65
*
```

Computed properties:
gap between HOMO and LUMO: 10.56 eV
SMILES: C[C@H]1CN=CO1
E_HOMO: -9.55 eV
energy: -286.59576 Ha
molar mass: 85.106 g/mol
relative energy (zero: lowest compared OMol25 entry of this formula, charge and spin): 94.22 kJ/mol

C4H7NO | ωB97M-V/def2-TZVPD

Structure (ORCA input):
```
! wB97M-V def2-TZVPD RIJCOSX def2/J DEFGRID3
* xyz 0 1
O -0.02 0.23 2.67
C -0.46 0.96 1.69
C -0.74 0.17 -1.38
C 0.72 -0.23 -1.12
C 0.82 -1.19 -0.02
N 0.88 -1.95 0.86
H 0.23 -0.65 2.31
H -0.71 1.94 2.16
H -1.16 0.59 -0.47
H -0.76 0.90 -2.19
H -1.33 -0.70 -1.66
H 1.34 0.64 -0.85
H 1.19 -0.69 -2.00
*
```

Computed properties:
gap between HOMO and LUMO: 9.43 eV
E_HOMO: -8.81 eV
energy: -286.49563 Ha
molar mass: 85.106 g/mol
relative energy (zero: lowest compared OMol25 entry of this formula, charge and spin): 357.10 kJ/mol

C4H7NO | ωB97M-V/def2-TZVPD

Structure (ORCA input):
```
! wB97M-V def2-TZVPD RIJCOSX def2/J DEFGRID3
* xyz 0 1
C 1.12 -0.99 -0.09
C 0.83 0.50 0.45
C 0.01 1.36 -0.52
N -0.60 0.80 0.63
C -1.67 -0.48 0.32
O -2.52 -0.35 -0.47
H 0.35 -1.17 -0.84
H 0.92 -1.74 0.58
H 2.22 -1.14 -0.38
H 1.44 1.01 1.22
H 0.02 2.41 -0.53
H -0.41 0.97 -1.49
H -1.70 -1.18 1.14
*
```

Computed properties:
gap between HOMO and LUMO: 10.30 eV
SMILES: C[C@H]1CN1C=O
E_HOMO: -9.30 eV
energy: -286.50862 Ha
molar mass: 85.106 g/mol
relative energy (zero: lowest compared OMol25 entry of this formula, charge and spin): 323.02 kJ/mol